Computed, not measured: a cluster of 2 separate species, CH3NO4 in total, with wB97M-V/def2-TZVPD.

Structure (SMILES): O=[N+]([O-])O.C=O
Kohn-Sham gap in Ha: 0.4053
E_HOMO in eV: -10.76

Geometry (Å):
O -1.62 0.34 2.31
N -1.12 0.34 1.26
O -0.90 -0.56 0.53
O -0.61 1.63 0.90
H -0.48 1.39 -0.11
C 1.25 -0.75 -1.22
O 0.75 0.33 -1.37
H 1.20 -1.28 -0.25
H 1.53 -1.43 -2.04